Density functional theory data (the ωB97M-V functional and the def2-TZVPD basis) for a 5-piece molecular cluster, C69H45BF3N2O10 overall in a non-equilibrium geometry.

Last column: Mulliken charge in e.
Positions of all 130 atoms, in Å:
C 0.78 -1.66 1.05  0.129
C 1.03 -1.48 -0.11  -0.419
C 1.24 -1.19 -1.56  -1.712
C 0.17 -0.23 -2.06  0.862
C -1.02 -0.75 -2.61  -0.353
C -1.98 0.21 -3.09  0.542
C -3.30 -0.37 -3.66  -1.089
O -4.25 -0.50 -2.59  -0.315
C -5.23 0.44 -2.63  0.860
F -6.20 0.12 -3.50  -0.255
F -5.78 0.49 -1.40  -0.247
F -4.76 1.68 -2.90  -0.223
N -1.82 1.51 -3.04  -1.071
N -0.69 1.93 -2.51  1.188
B -0.53 3.47 -2.48  0.365
C -1.66 4.24 -1.67  -0.823
O 0.51 4.08 -3.08  -0.498
C 0.30 1.21 -2.00  0.654
C 1.57 1.78 -1.36  -0.626
C 2.61 2.03 -2.43  -0.617
C 3.47 2.12 -3.26  0.170
H 0.30 -1.71 2.03  0.509
H 1.30 -2.12 -2.15  0.268
H 2.23 -0.71 -1.70  0.404
H -1.19 -1.83 -2.67  0.518
H -3.05 -1.39 -4.02  0.482
H -3.66 0.22 -4.51  0.423
H -1.55 5.33 -1.80  0.266
H -1.59 3.98 -0.59  0.303
H -2.67 3.93 -2.02  0.252
H 0.54 4.97 -2.68  0.277
H 2.03 1.03 -0.69  0.340
H 1.40 2.68 -0.74  0.061
H 4.14 1.84 -4.07  0.414
C -4.69 -5.32 1.68  -0.518
C -5.37 -6.11 2.60  -0.478
C -4.70 -6.62 3.71  -0.605
C -3.34 -6.34 3.88  0.345
C -2.66 -5.57 2.95  0.184
C -3.34 -5.05 1.85  -0.640
C -1.21 -5.31 3.10  0.590
O -0.61 -4.63 2.28  -0.705
C -0.49 -5.90 4.26  0.245
C 0.88 -5.71 4.38  -0.567
C 1.56 -6.25 5.47  -0.513
C 0.86 -6.96 6.44  -0.473
C -0.50 -7.16 6.31  -0.600
C -1.18 -6.63 5.22  0.243
C -2.64 -6.88 5.08  0.502
O -3.25 -7.51 5.92  -0.657
H -5.22 -4.91 0.83  0.417
H -6.42 -6.33 2.46  0.399
H -5.22 -7.23 4.43  0.479
H -2.82 -4.44 1.13  0.572
H 1.42 -5.15 3.63  0.491
H 2.63 -6.10 5.56  0.404
H 1.39 -7.37 7.29  0.403
H -1.04 -7.72 7.07  0.478
C -1.36 3.26 8.11  -0.529
C -2.65 3.77 8.19  -0.467
C -3.51 3.68 7.10  -0.584
C -3.07 3.08 5.93  0.210
C -1.77 2.58 5.84  0.221
C -0.92 2.66 6.94  -0.543
C -1.27 1.98 4.58  0.485
O -0.14 1.54 4.50  -0.698
C -2.18 1.93 3.40  0.018
C -1.71 1.42 2.20  -0.689
C -2.56 1.36 1.10  -0.085
C -3.87 1.80 1.20  -0.486
C -4.34 2.31 2.40  -0.953
C -3.50 2.38 3.50  0.260
C -4.00 2.97 4.78  0.542
O -5.15 3.35 4.87  -0.646
H -0.70 3.32 8.97  0.411
H -2.99 4.25 9.10  0.413
H -4.51 4.08 7.17  0.478
H 0.09 2.27 6.88  0.500
H -0.69 1.08 2.12  0.572
H -2.18 0.97 0.16  0.729
H -4.53 1.74 0.35  0.329
H -5.37 2.65 2.48  0.495
C 4.31 10.74 -1.75  -0.492
C 3.48 9.96 -2.55  -0.551
C 2.88 8.82 -2.04  -0.516
C 3.13 8.45 -0.72  0.277
C 3.98 9.22 0.08  0.284
C 4.56 10.37 -0.44  -0.595
C 4.29 8.81 1.47  0.508
O 5.02 9.48 2.17  -0.653
C 3.68 7.55 2.00  0.363
C 4.00 7.12 3.28  -0.599
C 3.43 5.96 3.78  -0.620
C 2.53 5.23 3.01  -0.568
C 2.22 5.66 1.73  -0.726
C 2.79 6.81 1.21  0.231
C 2.47 7.23 -0.17  0.477
O 1.69 6.59 -0.85  -0.707
H 4.76 11.64 -2.15  0.403
H 3.29 10.25 -3.58  0.413
H 2.24 8.22 -2.66  0.429
H 5.21 10.97 0.18  0.481
H 4.70 7.69 3.88  0.489
H 3.69 5.63 4.78  0.405
H 2.08 4.33 3.41  0.595
H 1.52 5.08 1.13  0.639
C 5.83 -6.93 -6.03  -0.478
C 5.85 -5.76 -5.27  -0.507
C 4.69 -5.03 -5.09  -0.530
C 3.50 -5.46 -5.68  0.187
C 3.49 -6.62 -6.46  0.204
C 4.66 -7.36 -6.62  -0.586
C 2.24 -7.07 -7.13  0.540
O 2.23 -8.08 -7.80  -0.653
C 1.01 -6.25 -6.97  0.527
C -0.15 -6.63 -7.63  -0.656
C -1.31 -5.88 -7.48  -0.531
C -1.31 -4.76 -6.66  -0.475
C -0.15 -4.38 -6.00  -0.551
C 1.01 -5.12 -6.15  0.011
C 2.26 -4.68 -5.47  0.534
O 2.25 -3.70 -4.74  -0.701
H 6.74 -7.50 -6.16  0.404
H 6.78 -5.42 -4.82  0.404
H 4.70 -4.13 -4.50  0.457
H 4.65 -8.27 -7.21  0.480
H -0.15 -7.50 -8.28  0.482
H -2.21 -6.17 -8.01  0.399
H -2.22 -4.18 -6.54  0.396
H -0.16 -3.51 -5.36  0.656

Summary:
E_tot	-3842.55740	Eh
HOMO	-11.215	eV
total charge	+1